1.
62
Properties=species:S:1:pos:R:3:forces:R:3 method="wB97M-V/def2-TZVPD" total_charge=+1 orbital_gap_ev="6.74 / 7.10"
Tl -1.251 -1.387 -1.533 -0.01 0.02 0.07
C 2.283 1.215 3.036 -0.01 0.01 -0.01
C 1.350 0.941 1.855 0.01 -0.03 -0.01
N 0.587 -0.305 1.864 -0.02 0.05 0.07
C -0.686 -0.290 2.547 0.11 0.06 -0.02
C -0.692 0.070 4.022 -0.05 -0.01 0.02
C 1.377 -1.511 2.075 0.02 0.01 0.00
C 0.988 -2.658 1.153 -0.03 -0.02 0.00
N 1.356 -2.305 -0.199 0.02 -0.02 -0.02
C 1.524 -3.237 -1.133 0.00 0.04 -0.05
C 2.125 -2.808 -2.354 0.05 -0.03 0.02
F 2.527 -1.547 -2.454 -0.02 -0.04 0.01
C 2.318 -3.663 -3.412 0.02 -0.01 0.03
F 2.891 -3.199 -4.523 -0.02 0.00 -0.01
C 1.926 -4.987 -3.338 0.00 0.02 0.00
C 1.330 -5.440 -2.167 0.00 -0.01 0.01
F 0.925 -6.708 -2.087 0.01 0.01 0.00
C 1.136 -4.611 -1.092 -0.01 -0.01 0.00
F 0.513 -5.092 -0.012 0.00 0.01 -0.01
H 2.817 2.151 2.862 0.01 0.00 0.00
H 3.034 0.433 3.142 0.00 -0.01 0.00
H 1.760 1.301 3.987 0.01 0.00 -0.01
H 1.948 0.941 0.939 -0.01 -0.01 0.00
H 0.633 1.759 1.747 0.00 0.00 -0.05
H -1.083 -1.305 2.474 0.01 0.00 -0.03
H -1.821 0.004 0.840 -0.03 -0.01 0.06
H -0.090 -0.666 4.555 -0.01 -0.01 0.00
H -1.705 0.025 4.425 0.00 0.01 0.00
H -0.267 1.044 4.223 0.00 -0.02 0.02
H 1.351 -1.857 3.117 -0.02 0.01 0.00
H 2.415 -1.267 1.854 0.02 -0.01 0.02
H -0.090 -2.860 1.213 0.00 -0.01 0.01
H 1.486 -3.570 1.494 0.00 0.00 -0.02
H 2.070 -5.656 -4.174 0.00 0.00 0.00
N -0.313 2.311 -0.833 -0.03 -0.02 -0.08
N -1.117 2.754 -1.892 -0.04 0.08 0.05
C -2.362 2.270 -2.045 0.05 0.00 0.00
N -2.946 2.526 -3.221 0.03 -0.01 0.02
S -3.229 1.411 -0.868 0.00 0.04 0.06
H 0.239 3.096 -0.512 0.01 0.02 -0.01
H 0.306 1.589 -1.201 -0.04 -0.01 0.01
H -0.627 2.969 -2.753 -0.03 -0.03 0.06
H -2.448 2.941 -3.991 0.00 0.00 0.01
H -3.883 2.196 -3.373 0.01 0.01 0.01
C -2.946 3.937 1.742 -0.02 -0.05 0.02
N -2.112 2.835 2.251 0.01 -0.08 0.01
C -1.336 3.164 3.458 0.02 0.01 0.00
C -2.124 1.704 1.617 0.07 0.05 -0.01
N -1.644 0.497 1.712 -0.09 0.02 -0.08
H -3.654 4.240 2.512 0.00 0.00 0.00
H -3.483 3.598 0.863 -0.01 -0.01 -0.04
H -2.308 4.783 1.487 0.00 -0.01 -0.01
H -1.481 4.220 3.666 0.02 0.01 -0.02
H -0.274 2.987 3.295 -0.03 -0.02 0.02
H -1.686 2.593 4.313 -0.02 0.02 0.01
C 0.990 -0.039 -4.982 0.00 0.00 0.01
C 0.163 -0.441 -3.791 -0.06 0.01 0.04
O -0.160 -1.655 -3.665 0.01 0.06 -0.05
O -0.177 0.433 -2.935 0.10 -0.13 -0.09
H 0.624 -0.542 -5.874 0.00 0.00 0.00
H 2.014 -0.374 -4.812 0.00 0.00 -0.01
H 0.988 1.039 -5.118 0.00 0.00 -0.01


2.
42
Properties=species:S:1:pos:R:3:forces:R:3 method="wB97M-V/def2-TZVPD" orbital_gap_ev=8.58
H 0.465 -0.198 1.107 0.18 0.24 -0.32
H -0.192 -0.879 -0.073 -0.14 0.45 -0.18
H -3.194 -2.709 -0.922 0.80 -0.08 -0.03
H -4.427 -1.828 -1.114 0.15 -0.38 0.11
H 1.997 1.432 -2.118 -0.36 0.11 0.09
H 1.537 0.194 -3.035 1.39 1.29 1.26
H -0.678 -3.045 -2.256 1.11 -0.39 2.45
H -0.365 -2.972 -0.630 -1.36 0.02 -0.17
H -1.378 -0.958 1.966 -0.95 0.51 -0.33
H -2.704 -0.644 1.242 -2.69 2.62 0.20
H -1.882 2.238 -0.121 -1.30 0.86 -0.62
H -3.281 1.911 -0.593 0.15 0.50 -0.27
H 1.192 2.829 0.032 3.08 -3.29 0.61
H -0.048 3.148 -0.700 1.45 0.65 0.96
H -2.160 1.436 -3.096 0.71 0.04 -0.58
H -1.197 2.439 -2.425 0.68 0.40 -0.57
H 1.069 -3.055 0.176 1.90 0.50 -1.18
H 1.900 -2.351 -1.015 -1.04 0.89 -2.40
H -1.264 3.524 1.786 -1.65 0.14 1.49
H -0.657 4.323 0.624 0.07 -1.80 2.52
H 5.268 -0.928 2.478 -0.64 0.42 -0.51
H 5.573 -0.172 1.203 -0.22 0.32 -0.23
H 4.827 -0.066 -1.444 0.11 0.42 -0.65
H 4.138 -0.445 -0.192 0.35 2.03 -0.48
H -1.339 1.806 3.275 -0.54 -1.08 -0.46
H -2.410 0.712 2.959 -3.39 -0.56 1.08
H -0.551 -2.462 0.985 -0.13 0.18 -0.14
H -1.010 -3.229 2.060 0.61 -1.26 4.99
O 0.570 -0.333 0.153 -0.22 0.23 0.37
O -4.108 -2.635 -0.682 -1.01 0.49 -0.02
O 2.295 0.620 -2.524 -1.06 -1.52 -1.53
O -0.051 -3.253 -1.479 -1.19 -0.08 -3.71
O -1.985 -1.189 1.241 1.89 -0.05 0.02
O -2.617 2.611 -0.698 -1.30 1.72 8.41
O 0.634 3.523 -0.072 3.40 1.87 -10.56
O -1.996 1.949 -2.287 1.06 -3.57 -6.35
O 1.925 -2.711 -0.176 0.87 -1.80 4.54
O -0.474 3.547 1.262 -6.33 2.37 5.00
O 4.831 -0.401 1.774 0.88 -0.81 1.19
O 4.508 0.380 -0.657 -0.49 -2.28 0.86
O -1.562 0.978 2.789 4.01 1.84 -0.32
O -1.198 -3.138 1.196 1.14 -2.14 -4.50


3.
11
Properties=species:S:1:pos:R:3:forces:R:3 method="wB97M-V/def2-TZVPD" orbital_gap_ev="8.84 / 8.84"
C 0.999 -0.474 0.107 -0.16 -0.19 0.69
C -0.037 0.311 -0.745 0.25 -3.41 -3.60
C -1.332 0.934 0.566 -3.56 -1.19 1.45
O -1.057 -0.726 -1.245 2.02 1.03 -0.53
O 1.726 0.333 0.872 0.05 0.13 0.11
N -2.124 0.048 0.476 1.60 2.56 1.03
O 1.119 -1.670 0.041 -0.11 0.72 -0.06
O 0.313 1.186 -1.498 -0.83 -0.35 1.32
H -0.742 -1.628 -1.039 0.26 0.61 -0.04
H 2.347 -0.192 1.404 -0.09 -0.02 -0.22
H -1.211 1.878 1.062 0.56 0.11 -0.14


4.
5
Properties=species:S:1:pos:R:3:forces:R:3 method="wB97M-V/def2-TZVPD" total_charge=+1 orbital_gap_ev=7.39
O -1.061 0.481 1.186 -0.39 -1.08 -1.38
F 1.231 -0.198 -0.423 1.63 0.76 0.43
F -1.833 -0.269 -1.106 1.23 -0.11 2.25
S -1.064 -0.579 0.254 -0.65 1.30 -0.76
Cl 2.727 0.564 0.088 -1.83 -0.87 -0.55


5.
78
Properties=species:S:1:pos:R:3:forces:R:3 method="wB97M-V/def2-TZVPD" total_charge=+3 orbital_gap_ev=6.91
La 0.362 1.168 -0.085 -0.04 -1.56 -0.05
P -0.476 -1.809 -0.745 -0.62 -1.46 0.25
P 2.745 -0.265 0.242 1.17 -0.53 0.55
P 0.852 0.347 -2.866 0.13 0.27 -0.39
H -4.022 3.603 1.618 0.86 -0.28 -0.57
C -4.033 3.358 0.543 0.88 -0.04 -0.20
C -4.218 2.116 0.065 0.72 -0.19 0.00
H -3.822 1.213 0.529 -1.33 0.00 0.93
C -1.310 -2.623 0.671 -0.07 0.19 0.12
C 0.659 -3.222 -1.094 0.45 0.37 -0.06
C -1.725 -2.272 -2.013 -0.14 0.60 -0.04
C 3.724 1.238 0.705 -0.28 0.02 -0.05
C 2.878 -1.276 1.772 -0.02 0.07 0.10
C 3.872 -1.087 -0.909 0.23 -0.21 -0.25
C -0.622 0.827 -3.830 -0.24 0.24 -0.14
C 1.432 -1.098 -3.807 0.25 -0.04 -0.10
C 2.149 1.555 -3.330 0.31 0.24 -0.26
H -3.733 4.130 -0.189 -1.64 0.23 0.54
H -4.689 1.935 -0.889 0.74 0.21 -0.74
H -2.140 -2.011 1.046 0.17 -0.28 -0.09
H -0.582 -2.780 1.477 -0.22 0.02 -0.30
H -1.695 -3.600 0.332 0.14 0.37 0.27
H 1.400 -3.342 -0.296 -0.14 -0.06 -0.13
H 1.187 -3.062 -2.039 -0.09 -0.22 0.19
H 0.035 -4.130 -1.158 0.36 0.36 0.01
H -2.629 -1.671 -1.879 0.00 -0.14 -0.09
H -1.963 -3.332 -1.850 0.03 0.35 -0.24
H -1.353 -2.105 -3.028 -0.11 -0.17 0.12
H 4.736 0.890 0.956 -0.17 0.33 -0.02
H 3.295 1.746 1.584 0.19 -0.15 -0.12
H 3.772 1.974 -0.115 0.13 -0.31 0.20
H 3.910 -1.165 2.134 -0.25 -0.20 0.02
H 2.678 -2.337 1.562 0.10 0.32 -0.02
H 2.177 -0.951 2.564 0.47 -0.18 -0.57
H 4.844 -1.108 -0.397 -0.08 -0.14 -0.32
H 3.969 -0.540 -1.859 0.03 -0.12 0.39
H 3.558 -2.117 -1.132 0.05 0.32 0.14
H -0.273 1.317 -4.747 -0.19 -0.12 0.02
H -1.262 1.544 -3.291 0.17 -0.39 -0.28
H -1.203 -0.067 -4.100 0.15 0.35 0.11
H 1.664 -0.731 -4.815 -0.01 -0.16 0.10
H 0.676 -1.886 -3.900 0.25 0.22 0.14
H 2.356 -1.485 -3.361 -0.27 -0.06 -0.19
H 2.082 1.679 -4.423 0.34 0.11 0.31
H 3.128 1.134 -3.057 -0.21 0.08 -0.30
H 2.093 2.550 -2.852 -0.10 -0.59 -0.33
C -0.518 4.820 -2.452 -1.49 1.51 -1.67
C 0.421 5.746 -2.957 0.96 -0.49 0.94
C 0.025 6.891 -3.642 -0.39 -0.14 0.13
C -1.338 7.142 -3.819 -0.15 0.19 -0.51
C -2.269 6.164 -3.479 -0.31 -0.66 0.21
C -1.859 4.976 -2.851 -0.29 -0.36 0.38
S 0.019 3.405 -1.595 -0.59 -1.04 1.27
H -0.994 2.715 -0.726 -0.13 3.19 -1.92
H 1.491 5.564 -2.782 -0.44 0.23 -0.03
H 0.768 7.592 -4.028 -0.18 -0.29 0.24
H -1.684 8.069 -4.312 0.33 -0.65 0.38
H -3.338 6.287 -3.725 0.73 -0.02 0.17
H -2.569 4.145 -2.656 0.31 0.85 -0.05
O -0.338 0.436 1.919 -0.19 -0.63 1.45
C -0.449 -0.143 3.070 1.24 0.43 0.37
C -1.706 -0.787 3.510 -0.87 -0.12 -0.63
C -1.621 -2.255 3.952 0.11 -0.76 0.46
C -1.067 -2.470 5.363 -0.06 -0.03 0.05
C 0.340 -1.917 5.567 0.14 -0.30 0.39
C 0.467 -0.421 5.329 0.26 -0.13 0.07
N 0.612 -0.103 3.889 -1.26 1.35 -0.63
H -2.141 -0.174 4.325 0.20 -0.18 -0.29
H -2.382 -0.719 2.648 0.03 0.15 0.37
H -2.624 -2.713 3.890 0.28 0.43 0.05
H -1.015 -2.852 3.265 -0.02 0.29 0.07
H -1.748 -2.007 6.088 0.08 -0.17 -0.01
H -1.033 -3.552 5.559 -0.20 0.36 0.05
H 0.661 -2.088 6.605 -0.18 -0.09 -0.26
H 1.043 -2.482 4.936 0.01 0.29 0.09
H -0.413 0.113 5.715 0.30 -0.07 0.02
H 1.358 -0.027 5.827 -0.19 -0.04 -0.15
H 1.248 0.668 3.639 -0.14 -0.77 0.30